Entry 1:
Density functional theory data (ωB97M-V/def2-TZVPD) for C31H33GeN2O2S2Sn as an isolated structure.

```
72
Properties=species:S:1:pos:R:3:forces:R:3
C 3.54153 -4.27352 2.65378 0.005 0.008 -0.006
C 4.12455 3.42452 1.79766 0.003 0.001 -0.008
H 6.77064 -3.38546 2.16398 0.001 0.002 -0.004
C 4.82323 3.25216 2.98558 0.001 -0.004 -0.007
H 5.50994 1.83234 4.43758 -0.023 -0.008 0.014
N 0.28602 -0.14268 -2.11135 0.068 -0.011 -0.003
C 4.92592 -4.35921 2.67637 0.010 0.009 -0.002
H 3.01067 2.48497 0.23716 -0.020 0.006 -0.009
C 3.76803 -2.04910 -2.98763 0.071 0.005 0.019
C 4.35174 -0.99115 -3.67162 -0.005 -0.021 0.031
H -4.14516 4.26113 -1.65248 -0.027 0.007 -0.002
C 2.92260 -3.14486 2.12640 -0.016 0.000 -0.001
C 0.59007 1.06550 -2.60641 -0.052 -0.020 0.078
H -5.58279 3.35665 -1.16418 0.000 -0.034 0.017
C 3.70961 1.02854 1.65743 -0.047 0.020 0.016
C 0.91917 -0.55302 1.14139 -0.151 0.275 0.112
H -4.53747 2.51247 -3.40679 0.013 0.010 -0.005
Ge 2.76407 -0.51226 0.80862 0.161 -0.145 -0.091
C 5.68868 -3.31779 2.16025 -0.009 -0.005 0.001
H 1.83890 -3.08079 2.08898 0.004 -0.005 -0.002
C 3.98529 0.42090 -1.75934 0.042 -0.077 0.026
C 3.57774 2.32446 1.14881 0.034 -0.035 0.003
C 3.66943 -2.08584 1.61859 0.087 0.041 0.020
C -4.50988 3.27664 -1.34764 0.019 -0.008 -0.026
C -3.74386 2.81888 -0.11669 0.070 -0.007 0.021
H 1.42993 2.92445 1.93125 0.015 -0.031 -0.009
C 3.30574 -1.86994 -1.69159 0.066 -0.011 0.051
H -2.27145 1.16060 -2.74040 0.014 0.027 -0.011
H -2.15017 2.92468 -2.95821 -0.016 0.001 -0.013
H 2.94312 -5.08943 3.04232 -0.008 0.004 0.003
H 5.66570 -1.39175 1.22565 0.013 -0.003 0.006
O -1.46708 1.78019 2.24757 -0.037 -0.022 0.033
C 1.05020 0.12802 -4.73503 0.008 0.015 0.008
H -3.60689 3.56912 0.65898 0.018 -0.041 0.037
H 4.09256 1.39241 -1.29458 0.007 0.031 0.005
H -4.16214 1.91328 0.32695 -0.020 -0.001 0.000
C 4.96571 1.97645 3.51137 0.014 0.008 -0.016
C 0.37054 -1.25629 -2.87859 -0.084 0.077 -0.045
H 0.81711 -2.00244 -4.84202 0.010 0.008 -0.010
C 3.39946 -0.63000 -1.05446 -0.043 0.043 -0.046
H 1.22151 2.24622 -4.26856 0.002 0.004 0.006
H -0.00832 3.48504 1.16496 -0.100 -0.048 0.021
H 0.06954 0.89432 4.24594 0.035 -0.018 0.018
H 4.91781 1.07647 -3.57903 -0.006 0.011 0.003
N 0.42534 2.96907 1.92286 -0.050 0.042 -0.084
H 3.66626 -3.01579 -3.46642 -0.020 -0.007 0.012
H -0.44017 -0.92106 2.81100 -0.041 0.035 -0.054
C 4.41309 0.88273 2.85421 -0.003 0.016 -0.023
C -2.64269 2.12726 -2.40048 -0.066 -0.059 0.065
C 0.53752 0.93618 3.25743 0.008 -0.043 -0.022
C -0.26271 1.91422 2.43130 -0.054 0.023 -0.057
C 5.06174 -2.19576 1.63595 -0.053 -0.046 0.017
H 4.52217 -0.10402 3.29021 0.020 0.001 -0.004
H -4.60600 1.28129 -2.14470 -0.027 -0.005 -0.036
C 4.46223 0.24510 -3.05324 -0.005 -0.002 -0.001
H 0.51465 1.89592 -1.91047 0.015 -0.012 0.023
H 3.99609 4.41741 1.38190 0.010 -0.002 -0.007
H 4.71187 -1.12883 -4.68452 0.008 -0.002 -0.003
Sn -0.69381 -0.74606 -0.10188 -0.019 -0.339 0.080
C 0.75192 -1.11138 -4.23352 -0.060 -0.018 0.016
S -2.06811 2.39209 -0.67827 0.269 0.209 0.023
C -4.16497 2.24332 -2.41719 0.021 0.039 0.030
H 1.56306 1.28860 3.38227 0.001 0.057 -0.017
H 5.41096 -5.23617 3.08878 0.002 -0.004 -0.008
H 1.36519 0.23415 -5.76688 -0.016 -0.018 -0.007
H 5.24812 4.10667 3.49805 0.000 0.000 0.001
C 0.97371 1.25758 -3.90937 0.005 -0.010 -0.015
H 2.85090 -2.70578 -1.17162 0.028 0.025 -0.032
S 0.01630 -2.75186 -2.12658 -0.026 0.097 -0.079
O -1.28109 3.67638 -0.69504 -0.074 -0.031 -0.050
C 0.54681 -0.47956 2.62470 0.088 0.041 -0.073
H 1.24725 -1.06846 3.23555 -0.089 -0.043 0.072
```
Positions in Å, forces in eV/Å.

Values from the calculation:
**Energy relative to the best compared isomer or geometry (same formula, charge and spin)**: 0.0 kJ/mol
**Electronic energy**: -123777.0599 eV
**Largest force on an atom**: 0.349 eV/Å
**LUMO level**: 2.506 eV
**HOMO**: -3.3989 eV
**Net charge**: -1

Löwdin atomic charge list, values in e, 8 entries: -0.10, -0.10, 0.09, -0.11, 0.09, -0.14, -0.12, 0.09

Entry 2:
Density functional theory data (ωB97M-V/def2-TZVPD) for C4H3NO2 in the gas phase.

```
10
Properties=species:S:1:pos:R:3:forces:R:3
H -1.65425 -0.43171 -0.92063 0.086 0.088 0.059
C 0.92297 -1.67810 -0.01203 -0.124 -0.281 0.143
H -1.50954 2.29285 -0.45792 0.097 -0.079 0.172
O 0.43630 -2.67912 0.44711 0.110 0.472 -0.208
N 1.02742 0.67033 0.65630 -0.101 -0.318 -0.272
C -0.84883 1.47987 -0.19154 -0.073 -0.120 -0.014
O 0.27298 1.80298 0.46428 -0.133 0.088 -0.037
C -0.89477 0.14710 -0.41947 -0.039 0.080 -0.036
H 1.82444 -1.70381 -0.65260 0.064 -0.091 0.202
C 0.33291 -0.30797 0.13384 0.112 0.162 -0.009
```
Positions in Å, forces in eV/Å.

Values from the calculation:
**Energy relative to the best compared isomer or geometry (same formula, charge and spin)**: 224.0 kJ/mol
**Electronic energy**: -9779.3653 eV
**Largest force on an atom**: 0.527 eV/Å
**LUMO level**: 0.291 eV
**HOMO**: -10.4799 eV

natural (NBO) atomic charge list, values in e, 8 entries: 0.25, 0.42, 0.22, -0.47, -0.10, 0.14, -0.26, -0.35

Entry 3:
Density functional theory data (ωB97M-V/def2-TZVPD) for C51H48BaBr2NOP2Te as an isolated structure in a non-equilibrium geometry.

```
107
Properties=species:S:1:pos:R:3:forces:R:3
H 0.86719 6.16494 -0.21890 0.019 0.032 0.026
C 2.09701 -6.17998 -1.79664 -0.063 0.107 -0.050
H -1.71869 -1.26703 -5.65469 -0.009 -0.018 0.010
C 3.02777 -5.66348 -2.69452 -0.002 0.015 -0.008
H -4.38478 -5.82169 -1.93668 -0.010 0.010 -0.003
H -3.40628 3.22006 0.65288 0.050 0.050 0.029
C -1.27733 2.40013 2.43413 0.134 0.116 0.099
H -1.65537 -2.56669 -2.24366 0.113 0.010 0.037
H 2.17372 -3.90663 1.14402 0.018 0.018 -0.061
C -0.66712 -0.54189 3.25711 0.277 -0.036 0.085
C -3.57828 2.28714 0.11412 -0.137 0.176 -0.009
H 3.56039 -1.66326 -4.85551 0.036 0.026 -0.018
C -0.79561 -0.69994 -5.66104 -0.228 -0.031 0.079
H -3.06388 -2.69731 2.42241 -0.047 0.044 0.042
H -4.61581 0.08202 -1.02719 0.013 0.029 -0.031
C -3.43865 -5.36808 -1.66959 -0.024 -0.040 0.013
H -0.18755 2.50834 2.36229 0.001 -0.027 -0.018
P 2.27699 -6.05106 0.02316 0.068 -0.083 0.064
C 3.37678 -1.73290 -2.71699 0.073 0.037 -0.018
C -4.18183 -0.71948 -0.42855 -0.135 -0.157 -0.243
H 1.66924 -6.71509 -5.60769 0.008 0.005 -0.007
C 0.85607 -7.08688 -3.66050 -0.048 -0.024 0.018
C -2.58992 -6.00105 -0.77474 0.018 0.013 0.000
Ba 0.01590 0.20646 -0.40748 -2.181 -0.532 0.283
H 0.15470 -3.74795 -3.36502 -0.053 -0.015 -0.009
C 1.43343 -2.88537 -1.86642 -0.028 -0.192 -0.042
H 0.89639 1.59101 -3.86201 0.007 -0.019 -0.016
H -1.25650 5.02586 -0.44898 0.004 -0.003 0.005
C 2.52881 2.75421 0.03390 0.208 0.031 0.106
H 7.91143 -5.07221 0.09064 0.035 0.008 0.005
H -0.74796 -5.94234 0.27791 0.085 0.026 0.028
C 1.79275 -6.57008 -4.54154 -0.034 -0.043 -0.138
H 2.47058 1.31956 -5.71250 0.030 0.001 -0.015
H -2.86828 -6.95064 -0.33512 -0.011 -0.016 -0.002
H 6.27821 2.28609 0.86706 0.005 0.042 0.007
Te -1.91578 0.43011 -3.01813 -0.229 -0.024 -0.693
H 4.54480 -7.66709 -0.32822 -0.018 -0.012 0.007
P 0.46738 -3.27234 -0.37507 -0.278 0.110 -0.065
C -2.48950 -2.47000 1.51729 0.097 -0.212 0.058
C 2.70798 5.14676 0.14816 0.037 0.009 -0.006
C 4.41730 1.30938 0.43172 0.057 0.275 0.023
C 2.88398 -5.86817 -4.05594 0.011 0.005 0.010
C -2.31437 -0.99617 1.31926 0.147 -0.149 0.025
C 4.94488 -6.67546 -0.14706 -0.128 -0.102 0.019
C -3.09486 -0.20756 0.46319 -0.149 -0.034 -0.163
H -3.02247 -2.92605 0.68087 0.015 0.018 -0.011
H 1.48849 -2.92838 -5.24309 -0.041 -0.021 -0.112
H 2.89016 -1.85145 -0.66030 -0.021 0.008 0.160
H 6.97035 -7.32742 -0.32747 0.032 -0.020 -0.008
H -1.53711 -3.00326 1.61508 -0.051 0.049 0.029
H 3.61135 -5.45046 -4.73825 0.030 0.023 -0.033
H 0.30796 -7.34617 -1.61205 -0.086 -0.031 0.071
C 4.60963 -4.35642 0.31107 -0.096 -0.060 -0.057
H 6.38025 -3.17303 0.49775 0.017 0.038 0.006
H -3.73041 -3.60816 -2.87262 -0.047 0.013 -0.051
H 0.72961 -4.78314 1.39978 0.018 -0.103 -0.066
C 5.98325 -4.16320 0.31950 0.090 0.001 -0.007
C 0.66320 0.89166 -4.65893 0.017 0.103 0.187
H 3.29092 6.04601 0.29553 0.004 -0.007 0.010
H -1.12763 -0.28207 4.21804 -0.050 0.015 -0.008
C -1.86746 -3.55570 -1.84523 -0.092 0.145 -0.088
H 3.98215 -3.49308 0.46633 -0.105 0.055 0.031
H -4.99974 -1.17094 0.14415 -0.016 -0.015 0.041
H -1.32360 3.28669 -0.12888 -0.157 -0.144 0.055
C 5.23283 2.43452 0.63382 0.077 -0.072 0.009
C 1.02150 -6.91143 -2.29634 0.038 0.072 0.012
C 0.08102 -0.83829 -6.72205 0.064 -0.100 -0.154
H -1.50785 2.37397 3.50452 -0.018 -0.044 0.033
C -1.37936 -5.41748 -0.42745 0.008 -0.075 -0.058
H -4.65478 2.10290 0.16894 -0.015 -0.044 0.020
C 6.84063 -5.22480 0.08794 0.046 0.018 -0.003
C 4.06369 -5.61507 0.07241 0.037 0.099 0.240
C 3.06776 1.41042 0.12244 0.071 0.063 0.083
Br 5.84707 5.18579 0.81875 0.103 0.061 0.022
C 1.26590 -0.11788 -6.75797 0.028 -0.015 -0.006
H 4.27176 -1.16067 -2.51381 0.061 0.038 -0.031
H -3.83200 -1.47628 -1.14190 -0.019 0.093 0.125
H 0.00023 -7.63688 -4.02865 -0.017 -0.020 -0.034
C 1.42690 -4.49483 0.60616 0.139 0.074 0.027
Br 5.19071 -0.40804 0.62416 -0.030 -0.055 -0.038
C -0.53206 0.17482 -4.60642 -0.062 0.102 0.042
H 1.95243 -0.22728 -7.58745 0.026 0.002 -0.027
C 1.55193 0.74475 -5.71090 0.120 0.058 -0.065
C 4.71502 3.68995 0.53930 -0.241 -0.048 -0.056
C 1.80980 -2.72408 -4.23373 0.052 0.053 -0.082
H -0.94215 3.84598 -1.73673 0.005 0.007 -0.007
H -3.35073 2.47054 -0.94078 0.042 -0.022 -0.007
C 1.37713 5.21547 -0.13015 -0.084 -0.186 -0.039
C -0.99004 -4.19490 -0.97091 0.063 -0.095 0.189
H 0.32477 -0.07572 3.26285 0.014 0.036 -0.021
C 2.98013 -2.01400 -4.01288 0.011 -0.009 -0.092
C -3.07206 -4.14031 -2.20004 0.024 -0.016 0.007
C 2.59477 -2.14992 -1.65477 0.094 0.042 0.012
H -0.50489 -1.62165 3.26686 -0.004 -0.031 -0.012
C 6.31402 -6.48622 -0.14829 0.047 -0.035 -0.011
C -1.50863 -0.13336 2.08903 -0.017 -0.175 0.283
H 3.86146 -5.07875 -2.33135 0.046 0.021 -0.017
C 1.04477 -3.16660 -3.17228 -0.060 -0.056 0.030
C 0.63867 4.02255 -0.32056 0.305 0.077 -0.096
C -2.81109 1.14836 0.71710 0.232 0.017 -0.016
C -0.80243 4.06093 -0.67404 -0.215 0.105 -0.167
H -1.70463 3.32505 2.04876 -0.060 0.053 -0.043
O 2.27717 0.42845 -0.06467 1.766 -0.223 0.300
C -1.80976 1.19304 1.72121 -0.224 0.282 0.033
H -0.16458 -1.51896 -7.52907 0.002 -0.014 -0.031
N 1.20111 2.83590 -0.23392 0.126 0.312 -0.015
C 3.33689 3.88591 0.24146 0.213 0.155 0.049
```
Positions in Å, forces in eV/Å.

Values from the calculation:
**Energy relative to the best compared isomer or geometry (same formula, charge and spin)**: 41.4 kJ/mol
**Electronic energy**: -223858.7642 eV
**Largest force on an atom**: 2.263 eV/Å
**LUMO level**: 2.116 eV
**HOMO**: -4.0666 eV
**Net charge**: -1

Löwdin atomic charge list, values in e, 8 entries: 0.11, -0.38, 0.08, -0.10, 0.10, 0.06, -0.06, 0.05

Entry 4:
Density functional theory data (ωB97M-V/def2-TZVPD) for a 2-piece molecular cluster, C3H5NOS overall in a non-equilibrium geometry.

```
11
Properties=species:S:1:pos:R:3:forces:R:3
H 1.22290 1.69010 -0.23606 1.554 2.657 -0.087
N 1.02789 -0.18985 0.29227 1.110 -2.274 1.218
C 0.14615 -1.00931 0.68847 -0.861 1.364 -0.437
H 0.41584 -2.01570 0.95467 -0.126 -0.229 0.314
C 0.53032 0.95176 -0.22287 0.016 -1.396 -4.383
S -1.13018 1.27069 -0.12477 -0.702 -1.390 0.990
H 1.80338 0.48352 -1.99187 -0.751 -0.305 -0.429
H -2.05685 -0.98284 0.25332 0.108 -0.369 -0.040
H -1.54099 -0.14697 1.73821 0.066 -0.533 -0.218
O 0.82812 0.37914 -2.06567 0.439 1.411 2.827
C -1.24659 -0.43055 0.71431 -0.853 1.066 0.244
```
Positions in Å, forces in eV/Å.

Values from the calculation:
**Energy relative to the best compared isomer or geometry (same formula, charge and spin)**: 315.6 kJ/mol
**Electronic energy**: -17561.9966 eV
**Largest force on an atom**: 4.600 eV/Å
**LUMO level (alpha / beta)**: 0.066 / 0.066 eV
**HOMO (alpha / beta)**: -9.0663 / -9.0654 eV

natural (NBO) atomic charge list, values in e, 8 entries: 0.21, -0.41, 0.14, 0.21, 0.03, 0.31, 0.44, 0.25

> Among the records above, which one has the highest largest force on an atom?

C3H5NOS

Copy entry 2 word for word.
Density functional theory data (ωB97M-V/def2-TZVPD) for C4H3NO2 in the gas phase.

```
10
Properties=species:S:1:pos:R:3:forces:R:3
H -1.65425 -0.43171 -0.92063 0.086 0.088 0.059
C 0.92297 -1.67810 -0.01203 -0.124 -0.281 0.143
H -1.50954 2.29285 -0.45792 0.097 -0.079 0.172
O 0.43630 -2.67912 0.44711 0.110 0.472 -0.208
N 1.02742 0.67033 0.65630 -0.101 -0.318 -0.272
C -0.84883 1.47987 -0.19154 -0.073 -0.120 -0.014
O 0.27298 1.80298 0.46428 -0.133 0.088 -0.037
C -0.89477 0.14710 -0.41947 -0.039 0.080 -0.036
H 1.82444 -1.70381 -0.65260 0.064 -0.091 0.202
C 0.33291 -0.30797 0.13384 0.112 0.162 -0.009
```
Positions in Å, forces in eV/Å.

Values from the calculation:
**Energy relative to the best compared isomer or geometry (same formula, charge and spin)**: 224.0 kJ/mol
**Electronic energy**: -9779.3653 eV
**Largest force on an atom**: 0.527 eV/Å
**LUMO level**: 0.291 eV
**HOMO**: -10.4799 eV

natural (NBO) atomic charge list, values in e, 8 entries: 0.25, 0.42, 0.22, -0.47, -0.10, 0.14, -0.26, -0.35

> Which of these has the lowest electronic energy?

C51H48BaBr2NOP2Te

> Number 2 is which compound?

C4H3NO2